[1]
ORCA calculation (ωB97M-V/def2-TZVPD) on 7 unconnected molecules or ions with the total composition C16H50N4O7 at a distorted geometry.

multiplicity: 1
SMILES string: COC[C@H](C)N.COC[C@H](C)N.COC[C@H](C)N.COC[C@H](C)N.O.O.O
relative energy (zero: lowest compared OMol25 entry of this formula, charge and spin): 52.78 kcal/mol
total charge: 0
LUMO energy: 0.0 eV

CARTESIAN COORDINATES (ANGSTROEM)
H (-2.466, -3.525, -1.336)
C (1.010, 2.535, -3.002)
C (-5.365, 1.036, 2.457)
H (0.692, 0.706, 2.654)
C (-2.216, -2.465, -1.307)
H (5.642, -3.162, 2.607)
H (4.398, -0.056, 3.394)
C (-3.193, 0.972, 0.983)
C (-2.274, -0.337, -2.914)
H (5.438, -2.493, 1.024)
H (-5.431, 2.124, 2.486)
H (-1.206, -0.173, -2.774)
H (-5.825, -1.066, 1.275)
N (2.715, 1.653, -1.458)
H (0.731, 0.052, 0.359)
C (2.034, 2.882, -1.883)
H (-5.406, 1.082, 0.383)
C (4.195, -0.919, 6.138)
H (-5.021, -0.900, -0.071)
O (0.655, -0.048, -0.590)
C (-2.517, -1.864, -2.693)
H (4.622, 0.067, 5.955)
H (-2.750, -1.947, -0.510)
H (-1.157, -3.125, 0.995)
C (3.083, 3.863, -2.443)
H (3.780, 4.145, -1.654)
C (-0.566, -3.359, 0.110)
H (-1.883, -2.440, -3.368)
C (-4.739, 0.636, 1.120)
C (-1.136, 3.378, -3.886)
N (3.388, -1.115, 1.330)
H (-1.208, 3.596, 0.093)
H (3.432, -2.798, 2.693)
N (-4.924, -0.772, 0.926)
H (2.560, -0.666, 1.696)
H (2.813, -0.639, 3.828)
H (2.768, 4.767, -2.964)
H (0.256, -0.716, 2.372)
H (-0.926, 2.175, 1.173)
H (3.964, -0.313, 1.121)
H (1.591, 3.267, -0.965)
O (-0.018, 3.552, -2.992)
H (-2.803, 0.250, -2.163)
N (-3.865, -2.190, -3.163)
O (0.868, -0.040, 2.081)
H (-0.732, -4.378, -0.239)
H (-4.727, 0.676, 3.264)
H (4.757, -1.389, 6.946)
H (-1.175, 1.992, -0.529)
H (0.493, -3.205, 0.317)
O (-2.891, 2.344, 0.644)
H (-1.701, 4.308, -3.956)
H (-2.663, 0.680, 1.889)
H (-2.474, -0.008, -3.934)
O (4.336, -1.571, 4.885)
C (3.903, -1.846, 2.448)
H (-4.581, -1.726, -2.622)
H (-4.045, -3.148, -2.901)
H (2.922, 1.096, -2.275)
C (-1.499, 2.573, 0.335)
C (3.855, -0.941, 3.726)
H (-0.856, 3.239, -4.931)
C (5.361, -2.248, 2.084)
O (-0.873, -2.527, -1.016)
H (3.143, -0.793, 6.394)
H (0.008, -0.744, -0.706)
H (0.518, -2.682, -1.897)
H (-1.708, 2.474, -3.679)
H (1.427, 2.480, -4.007)
H (-2.717, 0.392, 0.193)
H (1.017, -3.212, -3.224)
H (-6.337, 0.641, 2.755)
O (1.237, -2.599, -2.523)
H (0.530, 1.577, -2.802)
H (2.022, 1.137, -0.935)
H (6.051, -1.432, 2.298)
H (3.657, 3.230, -3.119)

Mulliken atomic charge list, values in e, 4 entries: 0.421 0.143 -1.576 0.231

=====

[2]
ORCA calculation (ωB97M-V/def2-TZVPD) on 3 unconnected molecules or ions with the total composition C16H51BN3O5PSSi4.

multiplicity: 1
SMILES string: CB(O)P(C[SH](=O)=O)CC(N)(N)N.C[Si](C)(C)O[Si](C)(C)C.C[Si](C)(C)O[Si](C)(C)C
total charge: 0
LUMO energy: 0.1 eV

CARTESIAN COORDINATES (ANGSTROEM)
O (3.192, -1.851, -4.381)
H (5.554, -2.724, -2.225)
H (-0.113, -0.611, 6.962)
H (-2.927, 1.430, 2.168)
N (6.797, 2.146, -1.516)
C (-2.482, 1.633, 7.536)
H (6.812, 3.089, -1.140)
H (2.033, -1.188, 1.887)
H (-4.197, -0.566, -5.424)
Si (-3.835, 1.306, -3.826)
O (2.921, -4.166, -3.483)
H (-1.551, 2.176, 7.362)
Si (-0.902, 0.277, -3.776)
H (5.515, -1.617, 1.015)
O (-2.343, 0.905, -3.267)
H (0.106, -1.142, 3.824)
H (1.543, -0.891, 0.192)
H (-4.953, -0.347, 6.567)
S (3.729, -2.998, -3.704)
H (1.212, -0.219, -2.667)
N (4.442, 2.127, -1.910)
C (5.515, 1.504, -1.174)
C (-4.103, -0.888, 6.990)
O (4.600, -1.869, 1.144)
H (-1.100, -1.141, 8.329)
H (-3.117, 3.461, -4.826)
H (-1.736, -1.423, -5.392)
P (4.005, -0.834, -1.555)
C (-0.161, 1.365, -5.103)
C (-0.815, -1.670, 3.567)
H (-4.703, -1.018, -3.795)
H (-4.688, 2.955, -5.459)
H (-5.728, 0.033, -4.780)
H (2.409, 0.361, 1.037)
H (-0.753, 1.346, -6.021)
H (-3.208, 2.202, -6.060)
C (5.657, 0.014, -1.526)
O (-2.347, 0.287, 5.026)
H (-3.852, -1.908, 2.302)
H (0.454, 1.180, -1.902)
C (-3.696, 2.600, -5.168)
H (-4.728, -0.847, 3.413)
H (-1.170, 1.322, 2.313)
C (0.259, 0.194, -2.329)
C (-4.693, -0.203, -4.521)
H (-4.106, -1.895, 6.569)
C (2.322, -0.728, 0.942)
H (-0.945, -2.490, 4.277)
H (-3.938, -2.304, 4.020)
H (7.567, 1.651, -1.074)
H (4.819, -3.386, -4.414)
H (-0.136, -0.448, -1.538)
H (0.846, 1.016, -5.343)
H (5.840, 1.103, 0.810)
H (-2.580, 1.466, 8.611)
H (4.701, 2.292, -2.872)
C (-2.085, 0.736, 2.206)
H (-3.308, 2.272, 7.216)
N (5.140, 1.561, 0.240)
H (-5.833, 2.264, -2.757)
C (-1.073, -1.052, 7.240)
H (5.041, 2.516, 0.564)
C (4.479, -2.543, -2.141)
C (-3.844, -1.481, 3.308)
H (6.327, -0.422, -0.771)
H (-1.113, -2.059, 6.821)
H (-2.037, 0.214, 1.247)
C (-1.154, -1.439, -4.468)
Si (-2.497, 0.000, 6.640)
C (-4.835, 1.988, -2.409)
H (-4.946, 1.254, -1.609)
B (3.689, -1.200, 0.365)
Si (-2.275, -0.503, 3.582)
H (-0.185, -1.894, -4.685)
H (-0.691, -2.104, 2.572)
H (-1.676, -2.081, -3.754)
H (-4.261, -0.975, 8.067)
H (-4.368, 2.879, -1.984)
H (4.081, -3.283, -1.443)
H (6.164, -0.103, -2.486)
H (4.111, 2.980, -1.481)
H (-0.092, 2.404, -4.771)

Mulliken atomic charge list, values in e, 4 entries: -0.508 0.635 0.281 0.301

=====

| no. | highest occupied orbital energy (Ha) | HOMO-LUMO gap (eV) |
| --- | --- | --- |
| 1 | -0.3156 | 8.5 |
| 2 | -0.3053 | 8.4 |